Entry 1:
{"formula": "C27H22ClIN4O5Ta", "method": "the ωB97M-V functional and the def2-TZVPD basis", "symbols": ["Ta", "O", "C", "C", "C", "C", "C", "C", "C", "N", "C", "C", "N", "C", "C", "C", "C", "C", "C", "C", "O", "H", "H", "H", "H", "H", "H", "H", "H", "H", "H", "H", "H", "H", "H", "N", "C", "C", "O", "O", "H", "H", "H", "H", "Cl", "C", "C", "C", "I", "C", "O", "C", "N", "C", "C", "C", "C", "H", "H", "H", "H"], "coordinates": [[0.1089, 0.0439, 0.7800], [1.6923, 0.3752, -0.3882], [1.7409, 1.0572, -1.5487], [2.4806, 0.5375, -2.6076], [2.5200, 1.1999, -3.8169], [1.8522, 2.4145, -3.9925], [1.1694, 2.9611, -2.9317], [1.0886, 2.2879, -1.7046], [0.5270, 2.9618, -0.5573], [0.1863, 2.3876, 0.5324], [0.0248, 3.2048, 1.7232], [1.0942, 2.6518, 2.6570], [0.7736, 1.2278, 2.7629], [0.5556, 0.7619, 3.9390], [-0.1311, -0.4835, 4.1886], [0.0393, -1.1941, 5.3854], [-0.7234, -2.3094, 5.6419], [-1.7098, -2.6895, 4.7233], [-1.9289, -1.9724, 3.5649], [-1.1287, -0.8683, 3.2754], [-1.3126, -0.1557, 2.1582], [2.9909, -0.4059, -2.4663], [3.0799, 0.7728, -4.6386], [1.8932, 2.9277, -4.9426], [0.6809, 3.9233, -3.0321], [0.4695, 4.0511, -0.6154], [-0.9644, 3.0446, 2.1572], [0.1684, 4.2674, 1.5202], [1.0824, 3.1382, 3.6334], [2.0751, 2.7817, 2.1953], [0.8380, 1.3665, 4.8032], [0.7817, -0.8594, 6.1006], [-0.5804, -2.8753, 6.5511], [-2.3214, -3.5581, 4.9293], [-2.6986, -2.2517, 2.8583], [1.9942, -0.9998, 1.7645], [1.8579, -2.4652, 1.8181], [0.8310, -2.8704, 0.7732], [0.8189, -3.9204, 0.2106], [-0.0574, -1.8872, 0.5827], [2.7135, -0.7567, 1.0879], [2.2717, -0.6056, 2.6539], [1.4690, -2.7607, 2.7936], [2.7937, -2.9889, 1.6369], [-4.0698, -0.2588, -5.5880], [-3.1901, -0.0640, -4.1113], [-3.6234, 0.8504, -3.1996], [-2.9256, 1.0200, -1.9873], [-3.5796, 2.4268, -0.6001], [-1.8190, 0.2694, -1.7097], [-1.1535, 0.4202, -0.5503], [-1.3336, -0.6759, -2.6610], [-0.2082, -1.3615, -2.3489], [0.2188, -2.2548, -3.2033], [-0.4149, -2.5269, -4.4329], [-1.5313, -1.8223, -4.7703], [-2.0342, -0.8540, -3.8724], [-4.5036, 1.4426, -3.4046], [1.1118, -2.8022, -2.9199], [-0.0106, -3.2825, -5.0917], [-2.0403, -1.9948, -5.7082]], "nbo_charge": [2.5802, -0.8146, 0.4458, -0.2690, -0.1465, -0.2351, -0.1292, -0.2511, 0.2293, -0.5260, -0.2326, -0.2313, -0.5116, 0.1933, -0.2666, -0.1407, -0.2400, -0.1346, -0.2843, 0.4358, -0.7711, 0.2279, 0.2288, 0.2323, 0.2223, 0.1909, 0.2224, 0.2123, 0.2111, 0.2133, 0.1977, 0.2224, 0.2345, 0.2334, 0.2452, -0.8349, -0.3477, 0.7934, -0.5234, -0.7666, 0.4281, 0.4085, 0.2416, 0.2369, 0.0350, 0.0049, -0.2557, -0.1667, 0.1883, 0.2355, -0.7316, 0.1891, -0.4344, 0.0827, -0.2499, -0.1201, -0.1306, 0.2497, 0.2003, 0.2334, 0.2395], "energy_ha": -2452.2467, "charge": 1, "largest_force_ev_per_a": 1.11, "lumo_ev": -3.278, "e_homo_ha": -0.39245, "e_above_lowest_ev": 1.458, "homo_lumo_gap_ev": 7.40}

***

Entry 2:
{"formula": "C27H22F2MoN5O8S2Se", "method": "the ωB97M-V functional and the def2-TZVPD basis", "symbols": ["Mo", "C", "O", "C", "C", "C", "C", "C", "C", "N", "N", "C", "C", "O", "C", "C", "C", "C", "C", "C", "C", "C", "H", "H", "H", "H", "H", "H", "H", "H", "H", "H", "H", "H", "H", "O", "Se", "O", "O", "O", "F", "C", "F", "H", "N", "C", "C", "C", "C", "C", "C", "S", "O", "O", "N", "C", "S", "C", "C", "N", "H", "H", "H", "H", "H", "H", "H", "H"], "coordinates": [[0.4110, 0.7229, -1.5263], [1.3371, 1.0503, 2.2156], [0.0231, 1.2872, 1.7305], [-0.8402, 0.2279, 1.8399], [-1.8862, 0.3144, 2.7449], [-2.8303, -0.6981, 2.8183], [-2.7341, -1.8055, 1.9878], [-1.6799, -1.9119, 1.0956], [-0.7257, -0.9064, 1.0317], [0.3481, -0.9757, 0.0909], [0.8673, -2.1125, 0.0347], [1.9206, -2.3522, -0.8366], [2.5006, -1.4097, -1.6799], [2.0785, -0.1707, -1.7683], [3.6184, -1.7703, -2.4822], [4.1177, -3.0294, -2.4457], [3.5515, -4.0268, -1.6029], [4.0724, -5.3386, -1.5685], [3.5223, -6.2899, -0.7549], [2.4232, -5.9544, 0.0576], [1.8980, -4.6900, 0.0442], [2.4482, -3.6896, -0.7900], [1.8534, 0.2913, 1.6227], [1.3087, 0.7372, 3.2641], [1.8732, 1.9928, 2.1251], [-1.9523, 1.2008, 3.3621], [-3.6553, -0.6131, 3.5156], [-3.4920, -2.5773, 2.0156], [-1.6121, -2.7355, 0.3994], [4.0218, -1.0047, -3.1314], [4.9595, -3.3003, -3.0729], [4.9178, -5.5763, -2.2041], [3.9245, -7.2947, -0.7347], [1.9842, -6.7076, 0.7002], [1.0529, -4.4366, 0.6673], [-2.7347, -1.8018, -1.9108], [-1.8645, -0.6749, -2.6421], [-2.4586, -0.0400, -3.9793], [-0.2439, -1.0309, -2.7269], [-1.5409, 0.6396, -1.5223], [1.3476, 0.9695, -4.3110], [0.6539, 1.7434, -3.3966], [1.3475, 2.9517, -3.3765], [-0.3263, 1.9586, -3.8386], [-4.8441, 1.6273, 3.5455], [-4.0573, 2.1308, 2.5045], [-4.2887, 1.7320, 1.1897], [-3.5316, 2.2531, 0.1563], [-2.5340, 3.1759, 0.4313], [-2.2912, 3.5790, 1.7364], [-3.0548, 3.0662, 2.7680], [-1.5597, 3.8280, -0.8865], [-2.3211, 3.6756, -2.0882], [-1.1011, 5.1374, -0.4750], [-0.2788, 2.8528, -0.9508], [0.9516, 3.2227, -0.5971], [1.7396, 4.7323, -0.2951], [3.2557, 3.8804, -0.2154], [3.0843, 2.5598, -0.4338], [1.7793, 2.1952, -0.6249], [-5.2638, 0.7320, 3.3503], [-4.3994, 1.6409, 4.4495], [-5.0576, 0.9980, 0.9782], [-3.6867, 1.9344, -0.8656], [-1.5075, 4.2978, 1.9380], [-2.8722, 3.3820, 3.7893], [4.1760, 4.3980, -0.0043], [3.8569, 1.8064, -0.4619]], "nbo_charge": [1.3407, -0.2367, -0.5324, 0.2713, -0.2434, -0.2130, -0.2136, -0.2042, 0.1364, -0.2157, -0.1339, -0.0316, 0.3851, -0.6126, -0.2364, -0.1455, -0.1209, -0.1688, -0.2386, -0.2120, -0.2063, 0.0691, 0.1801, 0.1683, 0.1998, 0.2271, 0.1960, 0.2098, 0.2464, 0.2316, 0.2072, 0.2025, 0.2059, 0.2065, 0.2327, -1.0222, 2.7595, -0.9973, -1.0138, -0.9248, -0.3813, 0.3145, -0.3956, 0.1528, -0.8051, 0.1728, -0.2678, -0.1259, -0.3881, -0.1536, -0.2555, 2.3647, -0.9297, -0.9719, -0.8724, 0.2912, 0.4240, -0.4826, -0.0146, -0.5267, 0.3751, 0.3700, 0.2129, 0.2580, 0.2340, 0.1989, 0.2324, 0.2172], "energy_ha": -5383.5483, "charge": -1, "largest_force_ev_per_a": 1.16, "lumo_ev": [1.609, 1.610], "e_homo_ha": [-0.18326, -0.18328], "e_above_lowest_ev": 1.610, "homo_lumo_gap_ev": [6.60, 6.60]}

***

Entry 3:
{"formula": "C27H22F6O7S2", "method": "the ωB97M-V functional and the def2-TZVPD basis", "symbols": ["C", "C", "C", "C", "C", "S", "O", "O", "C", "F", "F", "C", "F", "F", "F", "C", "C", "C", "C", "C", "C", "F", "C", "O", "C", "C", "C", "C", "C", "C", "C", "S", "O", "O", "O", "C", "C", "C", "C", "C", "C", "O", "H", "H", "H", "H", "H", "H", "H", "H", "H", "H", "H", "H", "H", "H", "H", "H", "H", "H", "H", "H", "H", "H"], "coordinates": [[2.7983, -3.3948, 2.0473], [3.5931, -2.6627, 1.4856], [4.4344, -1.4528, 0.9890], [3.5023, -0.5751, 0.1050], [3.6616, -0.5020, -1.3309], [4.9400, -1.3790, -2.2813], [5.0863, -0.6234, -3.5234], [6.2403, -1.4136, -1.6316], [4.2524, -3.0642, -2.6216], [4.2525, -3.7517, -1.4179], [2.9504, -3.0261, -3.0442], [5.0860, -3.9407, -3.6514], [5.7933, -3.2271, -4.5565], [4.1643, -4.6749, -4.3745], [5.8945, -4.8554, -3.0556], [2.7310, 0.3022, -2.1143], [1.6630, 1.0227, -1.4859], [1.5452, 0.9677, -0.0170], [2.4487, 0.1766, 0.8080], [2.2520, 0.1546, 2.3423], [2.8578, 1.3782, 3.0980], [4.2611, 1.2271, 3.3211], [0.3532, 1.7950, 0.5728], [0.4304, 2.4150, 1.6133], [-0.9505, 1.7133, -0.2769], [-2.2471, 1.5777, 0.3445], [-3.4503, 1.4599, -0.4763], [-4.8433, 1.2698, 0.2131], [-4.9277, 1.9879, 1.6313], [-4.5045, 1.0073, 2.7926], [-5.6752, -0.0214, 3.1657], [-4.8900, -1.6476, 3.4550], [-4.2144, -2.0735, 2.2324], [-5.8533, -2.6504, 3.8565], [-3.7741, -1.5163, 4.6508], [-3.3254, 1.4909, -1.9195], [-2.0149, 1.6332, -2.5792], [-1.9181, 1.6237, -4.1064], [-1.5145, 2.6945, -4.9154], [-0.8403, 1.7415, -1.7467], [0.6193, 1.8628, -2.2917], [0.9225, 2.5518, -3.2391], [1.9714, -3.8591, 2.6084], [5.3070, -1.8909, 0.4557], [4.7843, -0.8805, 1.8898], [2.8253, 0.3378, -3.2240], [2.6243, -0.7678, 2.8477], [1.1430, 0.1761, 2.5320], [2.3670, 1.4243, 4.1079], [2.7284, 2.3492, 2.5713], [-2.2683, 1.5643, 1.4584], [-4.9284, 0.1613, 0.4108], [-5.6969, 1.5284, -0.4550], [-4.1791, 2.8271, 1.6663], [-5.9580, 2.4035, 1.7812], [-3.6337, 0.3668, 2.4911], [-4.1919, 1.5465, 3.7222], [-6.4484, -0.0728, 2.3592], [-6.1430, 0.3733, 4.1016], [-2.8854, -1.4416, 4.2451], [-4.2464, 1.3732, -2.5272], [-2.2410, 0.6741, -4.6181], [-2.2031, 3.5649, -5.0631], [-0.5174, 2.6409, -5.4281]], "nbo_charge": [-0.2664, -0.0063, -0.5434, 0.1805, -0.3733, 2.0612, -0.8991, -0.8791, 0.3786, -0.3041, -0.2864, 0.9261, -0.2875, -0.3130, -0.2906, -0.1234, -0.1199, -0.0908, -0.0018, -0.4937, 0.0580, -0.3875, 0.6361, -0.5308, -0.1254, -0.2027, 0.0166, -0.4428, -0.4087, -0.4180, -0.6556, 2.2958, -0.9485, -0.9053, -0.8694, -0.1775, -0.0083, -0.2521, -0.3339, -0.1155, 0.5652, -0.4891, 0.2536, 0.2781, 0.2735, 0.2703, 0.2571, 0.2377, 0.1743, 0.1952, 0.2281, 0.2345, 0.2283, 0.2253, 0.2206, 0.2155, 0.2239, 0.2674, 0.2562, 0.5131, 0.2252, 0.2239, 0.2060, 0.2244], "energy_ha": -2963.9886, "charge": 0, "largest_force_ev_per_a": 4.95, "lumo_ev": -1.481, "e_homo_ha": -0.29744, "homo_lumo_gap_ev": 6.61, "smiles": "C#CCc1c(S(=O)(=O)C(F)(F)C(F)(F)F)cc2c(c1CCF)C(=O)c1cc(CCCCS(=O)(=O)O)cc(C=C)c1C2=O"}